{"formula": "C26H32AgF6N2O3PS2", "method": "ωB97M-V/def2-TZVPD", "total_charge": 1, "energy_ha": -3229.021839, "spin_multiplicity": 2, "gap_ev": [8.98, 5.64], "fmax_ev_per_a": 0.0, "de_lowest_kcal_mol": 8.54, "symbols": ["Ag", "O", "S", "C", "C", "C", "C", "S", "O", "C", "C", "C", "C", "C", "C", "C", "C", "C", "C", "C", "C", "H", "H", "H", "H", "H", "H", "H", "H", "H", "H", "H", "H", "H", "H", "H", "H", "H", "H", "C", "C", "N", "C", "C", "C", "O", "C", "C", "C", "C", "N", "C", "H", "H", "H", "H", "H", "H", "H", "H", "H", "H", "H", "H", "H", "H", "F", "P", "F", "F", "F", "F", "F"], "coordinates": [[-0.9278, -1.0014, 1.0702], [0.7159, 0.2071, -0.0563], [1.2708, 1.6032, 0.1743], [2.3174, 1.4928, 1.6615], [2.9437, 0.1097, 1.8329], [2.0560, -0.7766, 2.7119], [2.2604, -2.2687, 2.5010], [0.8073, -3.2795, 2.8849], [-0.2477, -2.9161, 1.8373], [0.2862, -2.5409, 4.4159], [1.1498, -2.6070, 5.5042], [0.7565, -2.0326, 6.6998], [-0.4833, -1.4095, 6.7998], [-1.3411, -1.3734, 5.7124], [-0.9628, -1.9541, 4.5086], [2.5623, 1.7489, -1.0476], [3.1756, 2.9842, -1.2139], [4.1554, 3.1222, -2.1833], [4.4996, 2.0385, -2.9829], [3.8652, 0.8163, -2.8176], [2.8849, 0.6642, -1.8450], [1.6624, 1.7536, 2.4949], [3.0524, 2.2895, 1.5456], [3.9337, 0.2143, 2.2787], [3.0918, -0.3499, 0.8525], [1.0174, -0.5263, 2.5134], [2.2068, -0.5267, 3.7633], [3.0768, -2.6884, 3.0918], [2.4519, -2.5183, 1.4538], [2.1124, -3.0991, 5.4263], [1.4162, -2.0717, 7.5558], [-0.7823, -0.9576, 7.7358], [-2.3064, -0.8924, 5.7892], [-1.6416, -1.9467, 3.6672], [2.8854, 3.8320, -0.6035], [4.6424, 4.0776, -2.3233], [5.2601, 2.1526, -3.7435], [4.1308, -0.0220, -3.4479], [2.3637, -0.2741, -1.7080], [-0.6735, 2.2062, -2.8607], [-0.7082, 0.9805, -3.7616], [-2.0570, 0.6278, -4.1970], [-2.7063, 1.5382, -5.1505], [-3.9141, 2.2394, -4.5503], [-2.6643, -0.5643, -4.0044], [-3.6540, -0.9229, -4.6187], [-2.1486, -1.4993, -2.9356], [-2.2121, -2.8701, -3.1596], [-1.8590, -3.7516, -2.1515], [-1.4782, -3.2462, -0.9222], [-1.4503, -1.9300, -0.7164], [-1.7703, -1.0638, -1.6816], [0.3613, 2.4774, -2.6462], [-1.1929, 2.0373, -1.9150], [-1.1434, 3.0617, -3.3464], [-0.2497, 0.1253, -3.2678], [-0.1101, 1.1700, -4.6577], [-3.0023, 0.9618, -6.0270], [-1.9528, 2.2617, -5.4621], [-4.6677, 1.5114, -4.2545], [-4.3607, 2.9085, -5.2857], [-3.6337, 2.8290, -3.6765], [-2.5569, -3.2246, -4.1221], [-1.8915, -4.8208, -2.3018], [-1.1982, -3.8722, -0.0861], [-1.7341, -0.0136, -1.4231], [-2.1774, 0.9286, 0.8171], [-2.3034, 1.4626, 2.4173], [-2.2912, 1.8395, 3.9457], [-3.1131, 0.1001, 2.7089], [-0.8698, 0.5150, 2.6814], [-3.6024, 2.2623, 2.0654], [-1.3324, 2.6616, 2.0361]]}

{"formula": "C47H126N7O21", "method": "ωB97M-V/def2-TZVPD", "total_charge": -1, "energy_ha": -3829.116983, "gap_ev": 3.24, "fmax_ev_per_a": 3.6, "symbols": ["C", "C", "C", "C", "C", "C", "N", "O", "C", "C", "C", "H", "H", "H", "H", "H", "H", "H", "H", "H", "H", "H", "H", "H", "H", "H", "H", "H", "H", "C", "C", "C", "O", "C", "N", "H", "H", "H", "H", "H", "H", "H", "H", "H", "H", "H", "C", "C", "C", "O", "C", "N", "H", "H", "H", "H", "H", "H", "H", "H", "H", "H", "H", "C", "C", "C", "O", "C", "N", "H", "H", "H", "H", "H", "H", "H", "H", "H", "H", "H", "C", "C", "C", "O", "C", "N", "H", "H", "H", "H", "H", "H", "H", "H", "H", "H", "H", "C", "C", "C", "O", "C", "N", "H", "H", "H", "H", "H", "H", "H", "H", "H", "H", "H", "C", "C", "C", "O", "C", "N", "H", "H", "H", "H", "H", "H", "H", "H", "H", "H", "H", "C", "C", "O", "O", "H", "H", "H", "H", "H", "H", "C", "C", "O", "O", "H", "H", "H", "H", "H", "H", "C", "C", "O", "O", "H", "H", "H", "H", "H", "H", "C", "C", "O", "O", "H", "H", "H", "H", "H", "H", "C", "C", "O", "O", "H", "H", "H", "H", "H", "H", "C", "C", "O", "O", "H", "H", "H", "H", "H", "H", "C", "C", "O", "O", "H", "H", "H", "H", "H", "H"], "coordinates": [[1.1174, 2.1814, 0.8076], [0.2792, 1.3659, -0.2028], [1.1035, 0.1895, -0.7818], [1.2947, -0.9757, 0.1977], [-0.0836, -1.5203, 0.6532], [-0.9443, -0.4285, 1.2104], [-0.9381, 0.7833, 0.4245], [-1.9697, 1.7629, 0.8507], [-0.4013, -0.0785, 2.6890], [-2.3358, -1.1243, 1.3662], [-0.0084, 2.2812, -1.4129], [0.6807, 3.1753, 0.7095], [2.1133, 2.1829, 0.3646], [1.1912, 1.9729, 1.8749], [2.1127, 0.5293, -1.0144], [0.5999, -0.2485, -1.6436], [1.9691, -0.7193, 1.0147], [1.8679, -1.7013, -0.3794], [0.1099, -2.3242, 1.3635], [-0.4867, -2.0430, -0.2142], [-0.7491, 0.9015, 3.0156], [0.6836, 0.0251, 2.7085], [-0.7862, -0.8521, 3.3535], [-3.1545, -0.4878, 1.7017], [-2.2675, -2.0146, 1.9913], [-2.7209, -1.3513, 0.3721], [-0.6518, 3.1232, -1.1575], [-0.5446, 1.8312, -2.2484], [0.9256, 2.6824, -1.8064], [2.8802, -9.1641, 6.3448], [3.0637, -10.6470, 6.5832], [1.6510, -11.3231, 6.6916], [0.5749, -10.7670, 7.5312], [0.8831, -10.9825, 8.9463], [3.6924, -11.1908, 5.4329], [2.3552, -8.7723, 7.2160], [2.3694, -9.0208, 5.3926], [3.9083, -8.8038, 6.3791], [3.5935, -10.7655, 7.5284], [1.8110, -12.3879, 6.8611], [1.2958, -11.2948, 5.6615], [1.0459, -12.0566, 9.0349], [0.0309, -10.8326, 9.6092], [1.7537, -10.4872, 9.3763], [4.6921, -11.0468, 5.4380], [3.5918, -12.1956, 5.4530], [7.6518, 10.1430, 8.5059], [7.9978, 8.6338, 8.5485], [7.9935, 8.0159, 7.1815], [6.7057, 8.1358, 6.4833], [6.7433, 7.3719, 5.2584], [9.3094, 8.6024, 9.1832], [6.6189, 10.3027, 8.1968], [8.2459, 10.5303, 7.6782], [7.8410, 10.7365, 9.4004], [7.3554, 8.1189, 9.2629], [8.1936, 6.9476, 7.2645], [8.8141, 8.3341, 6.5384], [5.7303, 7.3579, 4.8562], [6.9566, 6.3609, 5.6053], [7.2903, 7.7092, 4.3780], [9.6373, 7.6560, 9.3134], [9.2871, 8.9362, 10.1362], [-7.7079, -1.6545, 8.3305], [-6.1805, -1.6184, 8.5941], [-5.4904, -3.0565, 8.4054], [-4.1305, -2.9259, 8.8367], [-3.3409, -4.0720, 8.3534], [-5.6100, -0.5066, 7.8406], [-8.0024, -1.6847, 7.2814], [-8.2551, -0.7658, 8.6449], [-8.1048, -2.5772, 8.7536], [-6.0693, -1.3246, 9.6379], [-5.6206, -3.4075, 7.3817], [-5.9104, -3.7955, 9.0877], [-2.3227, -3.9836, 8.7321], [-3.4252, -4.1513, 7.2696], [-3.7135, -5.0113, 8.7620], [-4.6400, -0.7354, 8.0047], [-5.8473, -0.8265, 6.9124], [1.2215, 12.5389, -7.0044], [0.7694, 11.1638, -7.5251], [1.9477, 10.3712, -8.0572], [2.5040, 10.8824, -9.3423], [3.7635, 10.2403, -9.6248], [0.2458, 10.3710, -6.4169], [0.3123, 13.0731, -6.7288], [1.6241, 13.2344, -7.7408], [2.0647, 12.4864, -6.3156], [-0.0109, 11.2684, -8.2790], [1.7362, 9.3176, -8.2396], [2.6374, 10.4039, -7.2138], [4.2200, 10.8734, -10.3857], [3.6143, 9.3223, -10.1933], [4.4660, 10.1579, -8.7955], [-0.0583, 9.4717, -6.7618], [-0.5482, 10.9188, -6.1177], [-4.3033, -8.8797, -9.9892], [-2.9943, -8.4679, -9.3045], [-3.0808, -7.1230, -8.6075], [-1.7222, -6.8041, -8.2300], [-1.7000, -5.6527, -7.3757], [-2.7246, -9.4788, -8.3097], [-4.5989, -8.3245, -10.8794], [-5.1553, -8.8024, -9.3137], [-4.2768, -9.9392, -10.2440], [-2.0963, -8.4497, -9.9220], [-3.7757, -7.2181, -7.7732], [-3.4362, -6.3928, -9.3346], [-2.0933, -4.7102, -7.7567], [-0.6505, -5.4603, -7.1529], [-2.3375, -5.7944, -6.5031], [-2.0992, -9.0906, -7.6182], [-3.5660, -9.5041, -7.7516], [3.2165, 2.8367, -8.2541], [4.6088, 3.0535, -8.9067], [5.6830, 3.4865, -7.9000], [5.0781, 4.5608, -7.1644], [5.5867, 4.7520, -5.8998], [5.0391, 1.8887, -9.6548], [3.3530, 2.1572, -7.4129], [2.4284, 2.5672, -8.9572], [2.9623, 3.8257, -7.8730], [4.4333, 3.8330, -9.6481], [6.6204, 3.8558, -8.3158], [5.9797, 2.7236, -7.1802], [6.6133, 5.1139, -5.9560], [5.6104, 3.8962, -5.2251], [5.1910, 5.5756, -5.3055], [5.9001, 2.0511, -10.1573], [5.3163, 1.2778, -8.8997], [-4.1653, 6.0853, -9.1884], [-4.0568, 5.0662, -8.0551], [-4.4892, 5.6436, -6.7998], [-5.4253, 6.2558, -9.7142], [-3.5727, 5.6521, -9.9942], [-3.5858, 6.9446, -8.8512], [-3.0513, 4.6556, -7.9624], [-4.6083, 4.1530, -8.2787], [-4.4732, 4.8731, -6.2274], [-5.3941, 7.1125, -10.1462], [-9.2803, 3.2990, 1.1682], [-9.0469, 3.6226, 2.6645], [-7.7912, 4.3620, 2.8363], [-8.7002, 2.0829, 0.9002], [-9.0739, 4.2208, 0.6244], [-10.3621, 3.1968, 1.0830], [-9.1681, 2.7317, 3.2807], [-9.8202, 4.3019, 3.0233], [-7.0744, 3.8335, 2.4777], [-7.8107, 2.2357, 0.5730], [0.0769, 7.0697, 7.5666], [-0.5090, 6.0298, 6.5770], [-1.2936, 6.6357, 5.5727], [-0.9581, 7.7764, 8.1057], [0.7940, 7.7122, 7.0557], [0.6644, 6.5813, 8.3441], [-1.0057, 5.1464, 6.9781], [0.3535, 5.6127, 6.0571], [-1.3686, 5.8933, 4.9687], [-0.6495, 8.6300, 8.4184], [7.6977, -1.7857, 4.6909], [6.5550, -1.4662, 5.7044], [7.1490, -0.7443, 6.7700], [8.4638, -2.9851, 5.0394], [8.3964, -0.9565, 4.5797], [7.2483, -1.9292, 3.7083], [6.1368, -2.4163, 6.0366], [5.7325, -0.9010, 5.2662], [7.7908, -1.2493, 7.2746], [8.5530, -3.5901, 4.2993], [-5.2623, -0.4870, -4.8150], [-6.4307, -1.0304, -5.6900], [-6.5320, -0.4471, -6.9438], [-5.5744, 0.6834, -4.0461], [-4.3420, -0.2166, -5.3325], [-4.9670, -1.2657, -4.1117], [-7.3846, -0.7974, -5.2166], [-6.3591, -2.1181, -5.6923], [-6.8291, 0.4556, -6.8078], [-4.8393, 0.7771, -3.4359], [1.7518, -8.7815, -2.3022], [2.4465, -9.0331, -0.9614], [2.8528, -10.3669, -0.7633], [0.5862, -9.5189, -2.6306], [2.4884, -8.8851, -3.0989], [1.5142, -7.7201, -2.3735], [1.7305, -8.8536, -0.1594], [3.2563, -8.3099, -0.8651], [3.1446, -10.4540, 0.1471], [-0.1678, -9.0517, -2.2636], [-3.3070, -8.7999, 2.5674], [-4.4361, -8.5784, 1.5120], [-3.9422, -8.2163, 0.2037], [-3.8292, -9.0669, 3.8393], [-2.5958, -7.9747, 2.6048], [-2.6723, -9.6190, 2.2292], [-5.0069, -7.7307, 1.8910], [-5.0903, -9.4494, 1.5500], [-4.7078, -7.8662, -0.2577], [-3.0918, -9.3030, 4.4068]]}